The following is a quantum chemistry calculation of C4H7FO2S in the gas phase, from OMol25.

Results
**Energy**: -21908.961 eV
**Orbital gap**: 10.58 eV
**Net charge**: 0
**ΔE to the lowest compared entry with this formula, charge and spin**: 0.0 kcal/mol
**Highest occupied orbital energy**: -9.89 eV

Geometry as XYZ:
```
15
C4H7FO2S (ωB97M-V/def2-TZVPD)
C -0.12670 0.27655 -2.17650
C -0.00090 -0.30191 -0.78074
F -1.11073 -1.08576 -0.48861
C 1.28477 -1.13328 -0.59600
O 1.25050 -1.60013 0.73686
C 0.05945 0.82938 0.21760
O 0.96183 1.64043 0.09302
S -1.15484 0.92524 1.55598
H -0.12585 -0.50922 -2.91119
H -1.07726 0.85413 -2.28898
H 0.72672 0.91790 -2.34722
H 2.17153 -0.47920 -0.82199
H 1.27295 -1.95988 -1.29846
H 2.12733 -1.87018 0.99089
H -1.61981 -0.33258 1.55358
```

These are the Löwdin partial charges, in e, on atoms 1 to 2:
1 C 0.008
2 C -0.519